(1)
DFT (ωB97M-V/def2-TZVPD) results for a cluster of 2 separate species, C5H12N4O in total.

```
! RIJCOSX wB97M-V def2-TZVPD def2/J DEFGRID3
* xyz 2 1
C 3.01 0.71 0.58
C -1.30 1.03 -0.21
C -3.16 -0.54 0.17
C 4.09 -1.01 -0.67
C 4.13 -0.10 0.62
N -4.49 -0.64 0.35
N -2.32 -1.55 0.21
N -1.09 2.27 -0.35
N -2.68 0.72 -0.20
O 2.13 1.34 0.33
H 3.28 -1.78 -0.45
H 5.02 -1.39 -0.75
H 3.81 -0.37 -1.48
H 5.09 0.51 0.67
H 4.07 -0.79 1.51
H -4.90 -1.56 0.36
H -5.27 0.00 0.34
H -2.67 -2.47 0.45
H -1.37 -1.25 -0.02
H -0.15 2.61 -0.26
H -1.70 2.92 -0.87
H -3.53 1.34 -0.31
*
```

Values from the calculation:
HOMO-LUMO gap   8.43 eV
Lowest unoccupied orbital energy   -7.65 eV

(2)
DFT (ωB97M-V/def2-TZVPD) results for a structure of composition C22H51BN4O2Si2Tl.

```
! RIJCOSX wB97M-V def2-TZVPD def2/J DEFGRID3
* xyz 1 1
O -1.39 -2.52 -1.70
O -2.59 -1.69 -3.49
C -0.08 -3.16 -1.87
C 0.70 -3.19 -0.57
H 0.39 -2.55 -2.64
H -0.23 -4.18 -2.25
H 0.77 -2.23 -0.07
H 1.72 -3.52 -0.81
H 0.31 -3.92 0.13
C -2.21 -2.86 -0.53
C -3.34 -3.77 -0.90
H -2.51 -1.89 -0.12
H -1.54 -3.34 0.19
H -4.10 -3.28 -1.52
H -3.83 -4.11 0.02
H -2.96 -4.66 -1.43
C -3.09 -0.35 -3.15
C -2.24 -1.95 -4.87
C -4.02 -0.45 -1.97
H -3.59 0.04 -4.04
H -2.24 0.31 -2.90
H -4.68 -1.32 -1.99
H -4.64 0.45 -1.92
H -3.47 -0.46 -1.03
C -3.12 -3.05 -5.41
H -1.19 -2.24 -4.93
H -2.39 -1.04 -5.48
H -3.08 -3.95 -4.79
H -2.76 -3.31 -6.41
H -4.16 -2.72 -5.49
H -1.95 -2.26 -2.57
Tl 0.88 1.78 1.31
C 0.27 1.79 -0.64
Si 1.04 1.87 -2.37
H -0.60 2.47 -0.71
H -0.20 0.74 -0.68
C 1.51 0.19 -3.03
C 2.53 2.97 -2.39
C -0.23 2.42 -3.62
C 2.36 0.02 1.42
Si 3.91 0.97 1.89
H 2.37 -0.51 0.45
H 1.94 -0.66 2.18
C 4.56 1.98 0.44
C 5.23 -0.26 2.42
C 3.51 2.23 3.24
H 0.28 2.92 -4.45
H -0.93 3.13 -3.16
H -0.81 1.58 -4.02
H 2.47 -0.15 -2.62
H 1.62 0.29 -4.13
H 0.73 -0.55 -2.83
H 3.40 2.52 -1.89
H 2.27 3.91 -1.89
H 2.81 3.18 -3.43
H 5.17 -1.16 1.78
H 5.09 -0.58 3.46
H 6.24 0.16 2.32
H 3.68 1.80 4.24
H 2.47 2.60 3.26
H 4.15 3.12 3.11
H 5.54 2.39 0.72
H 3.91 2.84 0.19
H 4.69 1.37 -0.46
B 0.61 1.18 5.30
N -0.24 0.07 4.58
C -1.00 -0.89 5.14
C -1.75 -1.49 4.13
C -1.38 -0.82 2.94
N -0.46 0.13 3.22
N -0.06 2.51 4.79
C -0.91 3.32 5.45
C -1.39 4.27 4.55
C -0.76 3.99 3.33
N 0.05 2.92 3.48
H 1.78 1.09 5.05
H 0.38 1.13 6.49
H -0.98 -1.08 6.21
H -2.45 -2.30 4.23
H -1.75 -0.98 1.94
H -1.12 3.18 6.50
H -2.09 5.06 4.75
H -0.87 4.50 2.37
*
```

Values from the calculation:
HOMO-LUMO gap   7.60 eV
Lowest unoccupied orbital energy   -2.91 eV

(3)
DFT (ωB97M-V/def2-TZVPD) results for a structure of composition C47H40AsMnN5OPS2Se2.

```
! RIJCOSX wB97M-V def2-TZVPD def2/J DEFGRID3
* xyz 2 5
Mn 0.90 -0.03 0.47
Se 0.29 -0.54 -3.08
P -1.37 -1.61 -4.11
Se -3.34 -0.72 -4.07
C -1.01 -1.67 -5.84
C -0.12 -0.77 -6.38
C 0.29 -0.93 -7.69
C -0.18 -1.98 -8.46
C -1.19 -2.79 -7.91
C -1.60 -2.68 -6.63
C -1.16 -3.17 -3.28
C -1.26 -3.22 -1.89
C -1.17 -4.48 -1.26
C -0.93 -5.61 -2.01
C -0.62 -5.53 -3.35
C -0.76 -4.29 -3.99
H 0.22 0.11 -5.81
H 0.87 -0.17 -8.24
H 0.10 -2.01 -9.53
H -1.66 -3.56 -8.56
H -2.22 -3.41 -6.13
H -1.21 -2.29 -1.31
H -1.22 -4.47 -0.19
H -0.82 -6.59 -1.61
H -0.38 -6.40 -3.94
H -0.57 -4.28 -5.08
S -1.20 1.83 5.81
C -1.85 3.09 6.90
C -1.33 4.34 6.69
C -0.34 4.31 5.66
C -0.16 3.04 5.10
C 0.66 2.73 3.97
C 0.43 1.65 3.15
N 1.18 1.44 2.04
C 2.23 2.26 1.76
C 2.60 3.32 2.67
C 3.80 4.08 2.40
C 4.56 3.85 1.32
C 4.24 2.74 0.44
C 5.13 2.31 -0.52
C 4.87 1.16 -1.26
C 3.60 0.51 -1.09
N 2.73 0.93 -0.19
C 3.06 1.99 0.61
C 5.85 0.53 -2.15
C 7.20 0.86 -2.21
C 7.86 0.04 -3.16
C 7.03 -0.85 -3.70
S 5.36 -0.76 -3.19
C 1.79 3.57 3.72
H -2.49 2.78 7.74
H -1.55 5.27 7.23
H 0.04 5.20 5.17
H -0.30 0.85 3.38
H 4.03 4.89 3.03
H 5.43 4.54 1.10
H 6.08 2.78 -0.59
H 3.36 -0.41 -1.61
H 7.62 1.65 -1.64
H 8.93 0.01 -3.39
H 7.26 -1.56 -4.51
H 2.04 4.42 4.37
N -5.46 2.67 1.15
C -6.74 2.75 1.75
C -7.75 3.71 1.74
C -8.87 3.42 2.54
C -8.89 2.27 3.36
C -7.82 1.41 3.44
C -6.68 1.70 2.72
N -5.49 1.04 2.68
C -4.79 1.62 1.71
C -3.54 1.10 1.20
C -2.91 1.71 0.11
C -1.69 1.17 -0.33
N -1.16 0.10 0.30
C -1.73 -0.46 1.38
C -2.90 0.08 1.89
H -5.07 3.33 0.45
H -7.72 4.50 1.01
H -9.81 3.98 2.69
H -9.77 2.10 3.94
H -7.69 0.59 4.17
H -3.28 2.59 -0.44
H -1.24 1.49 -1.27
H -1.29 -1.34 1.77
H -3.28 -0.45 2.76
C 2.52 -3.79 -0.04
As 2.24 -3.04 1.68
C 3.86 -2.21 2.40
C 1.58 -4.46 2.86
O 1.01 -1.85 1.35
H 1.69 -4.51 -0.30
H 3.45 -4.37 -0.04
H 2.55 -3.01 -0.80
H 4.58 -2.91 2.92
H 3.55 -1.38 3.06
H 4.47 -1.74 1.57
H 2.43 -5.11 3.21
H 0.79 -5.06 2.44
H 1.22 -3.96 3.79
*
```

Values from the calculation:
HOMO-LUMO gap (alpha / beta)   6.33 / 5.05 eV
Lowest unoccupied orbital energy (alpha / beta)   -5.52 / -6.79 eV

(4)
DFT (ωB97M-V/def2-TZVPD) results for a cluster of 2 separate species, C2H8N2 in total.

```
! RIJCOSX wB97M-V def2-TZVPD def2/J DEFGRID3
* xyz 0 1
C -3.70 1.24 1.34
N -2.78 0.39 2.07
H -4.18 1.93 2.04
H -4.55 0.77 0.85
H -3.19 1.92 0.65
H -2.09 0.94 2.54
H -2.25 -0.19 1.46
C 4.27 -1.27 -2.42
N 4.92 -1.23 -1.34
H 3.47 -0.57 -2.64
H 4.43 -2.00 -3.21
H 5.65 -1.94 -1.34
*
```

Values from the calculation:
HOMO-LUMO gap   10.45 eV
Lowest unoccupied orbital energy   1.17 eV
SMILES   C=N.CN

(5)
DFT (ωB97M-V/def2-TZVPD) results for a cluster of 2 separate species, C2H4N2O2 in total.

```
! RIJCOSX wB97M-V def2-TZVPD def2/J DEFGRID3
* xyz 0 1
C 3.27 0.98 -0.67
C -1.57 -0.69 -0.42
N -0.78 0.20 0.12
N 2.69 0.20 -0.07
O 1.95 -0.58 0.46
O -0.96 1.40 0.34
H 3.73 1.65 -1.32
H -0.98 -1.64 -0.43
H -2.60 -0.72 -0.75
H 0.23 -0.30 0.29
*
```

Values from the calculation:
HOMO-LUMO gap   9.27 eV
Lowest unoccupied orbital energy   0.70 eV
SMILES   C=[NH+][O-].C#[N+][O-]

(6)
DFT (ωB97M-V/def2-TZVPD) results for a structure of composition C26H37MnN2O2Si4Te.

```
! RIJCOSX wB97M-V def2-TZVPD def2/J DEFGRID3
* xyz 0 5
Mn 0.82 -2.54 -0.51
O 1.89 -6.21 -1.47
C 1.35 -5.20 -1.10
O 1.91 -4.04 -0.86
C -0.17 -5.20 -0.89
C -0.87 -6.42 -0.79
C -2.21 -6.37 -0.59
C -2.88 -5.13 -0.51
C -4.28 -5.01 -0.31
C -4.86 -3.79 -0.24
C -4.08 -2.61 -0.37
C -2.74 -2.69 -0.57
C -2.11 -3.96 -0.64
N -0.75 -4.03 -0.83
H -0.31 -7.34 -0.88
H -2.79 -7.29 -0.50
H -4.87 -5.92 -0.21
H -5.93 -3.71 -0.08
H -4.56 -1.64 -0.32
H -2.13 -1.80 -0.68
N 1.69 -2.45 6.80
C 1.55 -2.42 5.66
C 1.37 -2.38 4.22
C 2.34 -1.79 3.42
C 2.15 -1.74 2.04
C 1.01 -2.29 1.46
C 0.05 -2.88 2.28
C 0.22 -2.93 3.65
H 3.23 -1.37 3.87
H 2.91 -1.28 1.43
H -0.85 -3.31 1.85
H -0.53 -3.38 4.29
C 0.11 4.44 1.70
Si -0.12 2.61 1.41
C 0.86 1.66 2.67
C -1.93 2.18 1.56
Si 0.61 2.16 -0.76
Te 0.59 -0.28 -1.25
Si 2.80 2.85 -1.14
C 2.82 4.72 -1.33
C 3.45 2.07 -2.69
C 3.87 2.37 0.31
Si -0.88 2.95 -2.36
C -1.20 4.77 -2.08
C -2.49 2.02 -2.23
C -0.14 2.70 -4.06
H -0.28 4.71 2.68
H -0.41 5.05 0.95
H 1.17 4.72 1.68
H 0.47 1.88 3.67
H 1.92 1.94 2.64
H 0.79 0.59 2.50
H -2.25 2.29 2.60
H -2.13 1.15 1.25
H -2.54 2.84 0.95
H 2.24 5.03 -2.20
H 3.85 5.06 -1.46
H 2.41 5.22 -0.45
H 2.90 2.41 -3.57
H 3.38 0.98 -2.66
H 4.51 2.33 -2.83
H 3.60 2.94 1.21
H 4.92 2.57 0.08
H 3.78 1.30 0.55
H -1.69 4.95 -1.12
H -1.85 5.16 -2.87
H -0.27 5.35 -2.10
H -2.99 2.22 -1.28
H -2.32 0.94 -2.30
H -3.16 2.31 -3.04
H 0.71 3.36 -4.21
H -0.89 2.92 -4.83
H 0.20 1.67 -4.19
*
```

Values from the calculation:
HOMO-LUMO gap (alpha / beta)   6.21 / 7.41 eV
Lowest unoccupied orbital energy (alpha / beta)   -1.61 / -0.83 eV

(7)
DFT (ωB97M-V/def2-TZVPD) results for a cluster of 2 separate species, C4H11NO2 in total.

```
! RIJCOSX wB97M-V def2-TZVPD def2/J DEFGRID3
* xyz 0 1
C -1.79 1.27 0.62
C -0.43 0.79 0.28
N -0.37 -0.40 -0.41
C 0.87 -0.81 -1.10
C -1.31 -1.46 -0.18
O 0.59 1.42 0.52
H -1.77 2.36 0.73
H -2.60 1.08 -0.08
H -2.13 0.97 1.62
H 0.63 -1.05 -2.14
H 1.22 -1.69 -0.57
H 1.53 0.05 -1.11
H -1.47 -2.16 -1.00
H -1.09 -2.01 0.75
H -2.36 -1.20 0.03
H 3.88 1.22 0.06
H 2.88 0.94 1.12
O 3.75 0.68 0.84
*
```

Values from the calculation:
HOMO-LUMO gap   10.08 eV
Lowest unoccupied orbital energy   0.76 eV
SMILES   CC(=O)N(C)C.O

(8)
DFT (ωB97M-V/def2-TZVPD) results for a structure of composition C35H44BrFGdN3O3SSi.

```
! RIJCOSX wB97M-V def2-TZVPD def2/J DEFGRID3
* xyz 0 8
Gd -0.66 -1.26 0.17
C 6.28 3.12 -1.95
C 6.19 1.68 -1.39
C 6.92 1.53 0.00
C 6.82 0.67 -2.37
C 4.77 1.28 -1.28
C 4.34 0.36 -0.28
C 3.04 -0.19 -0.36
Br 2.58 -1.65 0.77
C 2.04 0.27 -1.22
O 0.80 -0.32 -1.26
C 2.45 1.32 -2.13
C 3.79 1.62 -2.21
C 1.44 2.05 -3.03
C 0.40 2.71 -2.06
C 0.69 1.06 -3.96
C 2.17 3.16 -3.84
H 7.09 3.68 -1.44
H 5.40 3.74 -1.84
H 6.55 3.10 -3.01
H 7.69 2.30 0.02
H 7.36 0.59 0.30
H 6.21 1.80 0.75
H 7.89 0.91 -2.47
H 6.43 0.71 -3.40
H 6.77 -0.38 -1.95
H 5.07 0.01 0.45
H 4.07 2.29 -3.01
H -0.17 1.97 -1.47
H -0.46 3.15 -2.64
H 0.89 3.43 -1.43
H 0.27 0.29 -3.31
H 1.33 0.62 -4.71
H -0.14 1.63 -4.52
H 2.85 3.75 -3.24
H 1.46 3.94 -4.27
H 2.72 2.70 -4.68
C -8.75 0.73 1.20
C -7.41 0.14 0.75
C -7.16 -0.25 -0.59
C -5.92 -0.86 -0.91
C -4.98 -1.00 0.10
C -5.18 -0.52 1.38
C -6.39 0.05 1.69
S -3.45 -1.61 -0.31
O -2.80 -2.00 0.97
O -2.61 -0.51 -0.89
N -3.67 -2.83 -1.30
C -2.54 -3.44 -1.80
C -2.68 -4.40 -2.91
C -1.57 -4.86 -3.56
C -0.25 -4.53 -3.08
C -0.17 -3.63 -2.03
N -1.27 -3.14 -1.38
H -9.54 0.61 0.49
H -8.56 1.81 1.27
H -9.14 0.34 2.20
H -7.85 -0.10 -1.41
H -5.78 -1.34 -1.88
H -4.35 -0.54 2.12
H -6.61 0.45 2.70
H -3.63 -4.58 -3.33
H -1.77 -5.55 -4.43
H 0.67 -4.96 -3.56
H 0.84 -3.34 -1.67
C -0.26 2.27 1.67
Si -0.16 1.15 3.15
C 1.47 0.88 4.02
C -1.35 1.90 4.30
N -0.63 -0.39 2.38
C -0.83 -1.48 3.19
C -1.47 -1.33 4.49
C -1.35 -2.30 5.42
C -0.82 -3.54 5.09
C -0.50 -3.83 3.75
C -0.42 -2.80 2.85
F 0.03 -3.07 1.53
H 0.16 3.30 1.84
H -1.24 2.41 1.31
H 0.31 1.90 0.84
H 1.43 0.33 4.98
H 1.90 1.88 4.22
H 2.19 0.37 3.33
H -1.17 2.95 4.41
H -1.25 1.49 5.31
H -2.42 1.72 3.91
H -1.77 -0.32 4.76
H -1.69 -2.13 6.43
H -0.71 -4.35 5.82
H -0.20 -4.83 3.46
*
```

Values from the calculation:
HOMO-LUMO gap (alpha / beta)   6.20 / 7.69 eV
Lowest unoccupied orbital energy (alpha / beta)   -1.12 / 0.33 eV

(9)
DFT (ωB97M-V/def2-TZVPD) results for a structure of composition C5H9N3O.

```
! RIJCOSX wB97M-V def2-TZVPD def2/J DEFGRID3
* xyz 0 1
C 0.07 0.03 -0.45
C -0.13 1.64 -0.30
C 0.73 1.34 0.92
C 1.53 0.26 0.08
C -0.49 -0.33 0.88
H 0.20 -0.51 -2.40
H -1.45 -0.61 -1.76
H 0.33 2.22 -1.10
H -1.15 2.06 -0.12
H 1.17 2.19 1.48
H 1.96 -0.56 0.68
H 2.38 0.59 -0.65
H -1.70 -1.74 1.90
H -0.66 -2.26 -0.61
N -0.37 -0.71 -1.59
N -0.11 0.53 1.75
N -1.36 -1.47 0.99
O -0.95 -2.65 0.28
*
```

Values from the calculation:
HOMO-LUMO gap   9.22 eV
Lowest unoccupied orbital energy   0.77 eV

(10)
DFT (ωB97M-V/def2-TZVPD) results for a cluster of 3 separate species, C3H15N2O2S in total.

```
! RIJCOSX wB97M-V def2-TZVPD def2/J DEFGRID3
* xyz 1 1
N -0.13 -0.31 1.13
C -0.33 0.78 0.13
C -1.80 0.81 -0.22
S -2.19 -0.67 -1.29
C 0.13 2.10 0.93
N 1.57 1.88 0.99
H -0.64 -0.37 1.99
H -0.16 -1.24 0.67
H 0.86 -0.25 1.49
H 0.38 0.52 -0.67
H -2.48 0.66 0.59
H -1.98 1.64 -0.88
H -2.71 -1.57 -0.43
H -0.44 2.01 1.83
H -0.36 2.85 0.31
H 2.01 2.15 1.87
H 2.06 2.40 0.28
H 2.32 -2.32 0.51
H 1.70 -3.08 1.72
O 1.59 -2.32 1.15
H 1.67 -1.29 -1.84
H 2.38 0.15 -1.75
O 2.50 -0.80 -1.79
*
```

Values from the calculation:
HOMO-LUMO gap   10.04 eV
Lowest unoccupied orbital energy   -3.01 eV

(11)
DFT (ωB97M-V/def2-TZVPD) results for a cluster of 9 separate species, BF4H16O8 in total.

```
! RIJCOSX wB97M-V def2-TZVPD def2/J DEFGRID3
* xyz -1 1
B 23.61 18.80 23.43
F 24.90 18.33 23.39
F 23.65 20.14 23.45
F 22.88 18.34 22.37
F 22.96 18.20 24.55
O 21.41 20.39 20.89
H 21.83 19.76 21.48
H 20.90 19.85 20.28
O 20.58 17.23 24.86
H 21.29 17.79 24.55
H 21.01 16.41 25.11
O 26.93 19.60 25.14
H 27.66 20.11 24.77
H 26.31 19.51 24.41
O 23.37 21.85 25.36
H 23.45 22.57 24.73
H 23.40 21.06 24.82
O 25.63 17.04 20.82
H 24.92 17.59 21.16
H 26.39 17.61 20.78
O 23.96 18.14 27.19
H 23.59 17.87 26.35
H 23.20 18.39 27.71
O 22.18 14.95 25.14
H 23.00 15.30 24.79
H 22.43 14.54 25.97
O 24.77 16.16 24.74
H 24.58 17.05 24.45
H 25.72 16.08 24.68
*
```

Values from the calculation:
HOMO-LUMO gap   10.07 eV
Lowest unoccupied orbital energy   2.87 eV

(12)
DFT (ωB97M-V/def2-TZVPD) results for an isolated molecule of CHBrF2OS.

```
! RIJCOSX wB97M-V def2-TZVPD def2/J DEFGRID3
* xyz 0 1
C 0.54 -0.28 0.40
O 2.15 1.60 0.09
F 1.43 -1.16 -0.23
F -0.08 -0.90 1.40
S 1.60 0.95 1.24
Br -0.78 2.29 1.86
H -0.06 -0.02 -0.37
*
```

Values from the calculation:
HOMO-LUMO gap (alpha / beta)   7.53 / 7.63 eV
Lowest unoccupied orbital energy (alpha / beta)   -2.89 / -2.82 eV